1.
{"formula": "C4H5N3O2", "method": "wB97M-V/def2-TZVPD", "energy_ha": -470.03185, "lumo_energy_ha": -0.0224, "total_charge": 0, "relative_energy_ev": 5.656, "spin_multiplicity": 1, "e_homo_ev": -8.545, "symbols": ["C", "C", "C", "C", "H", "H", "H", "H", "H", "N", "N", "N", "O", "O"], "positions_angstrom": [[-0.39, -0.28, 0.76], [-0.19, -0.38, -0.63], [1.28, 1.48, -0.65], [0.21, 0.85, 1.35], [-2.24, -0.69, 1.94], [-1.15, -2.41, 1.19], [-0.15, -1.29, -2.24], [0.78, 0.08, -2.30], [0.03, 1.10, 2.40], [-1.15, -1.39, 1.59], [0.58, 0.43, -1.28], [0.94, 1.85, 0.57], [-0.87, -1.23, -1.39], [2.33, 1.88, -1.30]]}



2.
{"formula": "C47H46IInN3O2P2", "method": "wB97M-V/def2-TZVPD", "energy_ha": -3302.99265, "lumo_energy_ha": [-0.3885, -0.3886], "total_charge": 3, "relative_energy_ev": 2.621, "spin_multiplicity": 1, "e_homo_ev": [-15.378, -15.378], "symbols": ["In", "C", "C", "C", "C", "C", "C", "C", "C", "P", "C", "C", "C", "C", "C", "C", "C", "C", "C", "C", "C", "C", "C", "O", "C", "C", "C", "C", "C", "C", "P", "C", "C", "C", "C", "C", "C", "C", "C", "C", "C", "C", "C", "H", "H", "H", "H", "H", "H", "H", "H", "H", "H", "H", "H", "H", "H", "H", "H", "H", "H", "H", "H", "H", "H", "H", "H", "H", "H", "H", "H", "H", "H", "H", "H", "N", "C", "N", "C", "C", "C", "C", "C", "H", "H", "H", "H", "H", "H", "H", "H", "H", "H", "N", "C", "O", "C", "I", "H", "H", "H", "H"], "positions_angstrom": [[-0.15, -1.24, 1.01], [-3.76, 1.61, -4.24], [-4.02, 0.36, -3.32], [-5.31, -0.41, -3.73], [-2.81, -0.59, -3.53], [-2.60, -1.18, -4.79], [-1.48, -1.98, -4.99], [-0.53, -2.17, -4.01], [-0.78, -1.69, -2.72], [0.49, -1.96, -1.50], [1.86, -1.07, -2.17], [2.71, -1.68, -3.12], [3.50, -0.88, -3.97], [3.44, 0.49, -3.92], [2.67, 1.12, -2.97], [1.91, 0.32, -2.05], [0.97, -3.71, -1.41], [0.14, -4.76, -1.72], [0.50, -6.05, -1.44], [1.76, -6.30, -0.92], [2.64, -5.29, -0.60], [2.22, -3.96, -0.76], [-1.83, -0.78, -2.55], [-1.86, -0.03, -1.39], [-3.00, 0.62, -0.99], [-3.03, 1.16, 0.31], [-4.19, 1.87, 0.73], [-5.19, 2.18, -0.18], [-5.09, 1.79, -1.50], [-4.09, 0.90, -1.84], [-1.66, 0.88, 1.40], [-0.56, 2.31, 1.14], [-0.33, 2.94, -0.10], [0.47, 4.06, -0.16], [0.98, 4.61, 1.00], [0.82, 3.98, 2.19], [0.10, 2.79, 2.25], [-2.36, 0.90, 3.09], [-2.83, -0.29, 3.67], [-3.18, -0.36, 4.98], [-3.36, 0.82, 5.70], [-3.09, 2.02, 5.13], [-2.48, 2.09, 3.85], [-3.57, 1.20, -5.25], [-2.91, 2.22, -3.91], [-4.65, 2.29, -4.37], [-5.17, -0.85, -4.76], [-6.24, 0.18, -3.75], [-5.43, -1.28, -3.10], [-3.31, -0.97, -5.60], [-1.32, -2.42, -5.98], [0.34, -2.78, -4.20], [2.71, -2.75, -3.13], [4.18, -1.35, -4.65], [3.93, 1.12, -4.66], [2.68, 2.17, -2.87], [1.31, 0.84, -1.27], [-0.84, -4.63, -2.17], [-0.24, -6.81, -1.57], [2.11, -7.29, -0.62], [3.63, -5.48, -0.21], [2.80, -3.18, -0.38], [-4.35, 2.28, 1.72], [-6.01, 2.78, 0.18], [-5.84, 2.08, -2.29], [-0.64, 2.54, -1.04], [0.73, 4.55, -1.09], [1.57, 5.53, 1.04], [1.09, 4.43, 3.12], [0.03, 2.17, 3.18], [-2.99, -1.16, 3.02], [-3.37, -1.30, 5.44], [-3.72, 0.77, 6.72], [-3.21, 2.96, 5.70], [-2.15, 3.00, 3.42], [1.84, 0.00, 1.35], [2.92, 0.43, 1.64], [4.03, 1.07, 1.88], [4.15, 1.90, 3.08], [4.67, 3.29, 2.67], [5.97, 3.21, 1.78], [5.75, 2.20, 0.58], [5.23, 0.83, 0.99], [4.83, 1.36, 3.77], [3.17, 1.91, 3.55], [4.70, 3.90, 3.60], [3.96, 3.80, 2.00], [6.84, 2.98, 2.44], [6.22, 4.21, 1.41], [6.78, 1.99, 0.09], [5.18, 2.61, -0.30], [5.97, 0.25, 1.59], [4.90, 0.20, 0.12], [-0.43, -2.62, 4.74], [-0.25, -3.05, 3.47], [0.49, -2.28, 2.73], [-0.84, -4.25, 2.94], [-2.32, -3.41, 0.93], [0.21, -1.94, 5.15], [-0.92, -3.17, 5.42], [-1.54, -4.81, 3.54], [-0.31, -4.89, 2.28]]}



3.
{"formula": "C4H4OS2", "method": "wB97M-V/def2-TZVPD", "energy_ha": -1026.34652, "lumo_energy_ha": -0.0377, "total_charge": 0, "relative_energy_ev": 1.851, "spin_multiplicity": 1, "e_homo_ev": -8.003, "symbols": ["O", "C", "C", "S", "C", "C", "S", "H", "H", "H", "H"], "positions_angstrom": [[-3.31, 0.25, -0.36], [-2.12, 0.36, -0.65], [-0.91, 0.23, 0.29], [0.12, -1.74, 0.19], [1.64, -0.94, 0.20], [1.72, 0.40, 0.19], [0.35, 1.41, 0.08], [-1.69, 0.46, -1.69], [-0.96, 0.07, 1.35], [2.53, -1.50, 0.25], [2.64, 1.00, 0.15]]}



4.
{"formula": "C4H6N2O", "method": "wB97M-V/def2-TZVPD", "energy_ha": -340.65676, "lumo_energy_ha": 0.0334, "total_charge": 0, "relative_energy_ev": 3.759, "spin_multiplicity": 1, "e_homo_ev": -8.647, "symbols": ["C", "N", "C", "O", "N", "C", "C", "H", "H", "H", "H", "H", "H"], "positions_angstrom": [[0.82, -1.55, -0.41], [1.31, -0.41, 0.33], [0.64, 0.76, 0.43], [0.93, 1.64, 1.22], [-0.39, 0.95, -0.55], [-1.78, 0.49, -0.22], [-1.52, 1.72, 0.03], [1.60, -2.31, -0.48], [0.54, -1.24, -1.42], [-0.06, -2.01, 0.06], [2.03, -0.54, 1.02], [-2.39, -0.38, -0.38], [-1.67, 2.72, 0.38]]}



5.
{"formula": "C24H20N5PdS", "method": "wB97M-V/def2-TZVPD", "energy_ha": -1726.23289, "lumo_energy_ha": -0.1409, "total_charge": 1, "spin_multiplicity": 1, "e_homo_ev": -10.552, "symbols": ["Pd", "N", "C", "C", "C", "C", "C", "C", "S", "N", "C", "C", "C", "C", "C", "C", "N", "H", "H", "H", "H", "H", "H", "H", "H", "H", "C", "N", "C", "C", "C", "C", "C", "N", "C", "C", "C", "C", "C", "C", "H", "H", "H", "H", "H", "H", "H", "H", "H", "H", "H"], "positions_angstrom": [[-0.34, 0.04, -0.53], [1.08, 3.34, 1.74], [1.52, 4.47, 1.01], [2.19, 5.50, 1.64], [2.62, 6.59, 0.89], [2.40, 6.63, -0.48], [1.75, 5.58, -1.10], [1.28, 4.51, -0.36], [0.33, 3.24, -1.14], [0.58, 1.92, -0.07], [0.84, 2.13, 1.18], [0.92, 0.91, 2.01], [1.49, 0.89, 3.27], [1.64, -0.33, 3.93], [1.24, -1.48, 3.29], [0.66, -1.38, 2.03], [0.47, -0.22, 1.43], [1.26, 3.37, 2.73], [2.37, 5.46, 2.70], [3.13, 7.40, 1.38], [2.74, 7.47, -1.06], [1.58, 5.60, -2.17], [1.87, 1.79, 3.74], [2.09, -0.36, 4.91], [1.37, -2.45, 3.75], [0.34, -2.26, 1.50], [-2.08, -2.43, 0.32], [-1.64, -1.49, -0.72], [-2.22, -1.52, -1.88], [-1.83, -0.58, -2.83], [-2.09, -0.37, -4.18], [-1.25, 0.67, -4.58], [-0.52, 1.07, -3.46], [-0.88, 0.33, -2.40], [-1.67, -3.86, 0.04], [-2.52, -4.91, 0.38], [-2.12, -6.22, 0.17], [-0.88, -6.50, -0.38], [-0.04, -5.45, -0.73], [-0.43, -4.14, -0.52], [-3.16, -2.35, 0.45], [-1.65, -2.11, 1.26], [-2.99, -2.26, -2.09], [-2.77, -0.92, -4.80], [-1.17, 1.10, -5.56], [0.23, 1.84, -3.39], [-3.49, -4.70, 0.81], [-2.79, -7.03, 0.43], [-0.58, -7.52, -0.55], [0.93, -5.66, -1.18], [0.22, -3.33, -0.83]]}



6.
{"formula": "C35H36N6O2SSiZn", "method": "wB97M-V/def2-TZVPD", "energy_ha": -4301.37560, "lumo_energy_ha": -0.0364, "total_charge": 0, "relative_energy_ev": 0.000, "spin_multiplicity": 1, "e_homo_ev": -6.685, "symbols": ["Zn", "C", "O", "C", "C", "C", "C", "C", "C", "N", "N", "C", "C", "O", "C", "C", "C", "C", "C", "C", "C", "C", "H", "H", "H", "H", "H", "H", "H", "H", "H", "H", "H", "H", "H", "C", "N", "C", "C", "N", "C", "S", "C", "C", "C", "C", "C", "N", "H", "H", "H", "H", "H", "H", "H", "H", "H", "C", "Si", "C", "C", "N", "C", "C", "C", "C", "C", "C", "H", "H", "H", "H", "H", "H", "H", "H", "H", "H", "H", "H", "H", "H"], "positions_angstrom": [[1.64, -13.96, 13.77], [1.46, -17.61, 14.60], [1.98, -16.57, 13.76], [2.86, -16.89, 12.77], [2.85, -18.10, 12.06], [3.84, -18.30, 11.08], [4.81, -17.36, 10.83], [4.73, -16.12, 11.41], [3.73, -15.80, 12.35], [3.28, -14.53, 12.64], [3.82, -13.65, 11.79], [3.96, -12.39, 12.17], [3.61, -11.83, 13.44], [2.72, -12.31, 14.25], [4.28, -10.61, 13.82], [5.01, -9.89, 12.92], [5.11, -10.26, 11.55], [5.70, -9.40, 10.59], [5.75, -9.78, 9.27], [5.18, -11.01, 8.88], [4.55, -11.82, 9.79], [4.60, -11.52, 11.17], [2.23, -18.22, 15.12], [0.87, -18.31, 13.94], [0.81, -17.14, 15.36], [2.08, -18.87, 12.25], [3.87, -19.21, 10.50], [5.61, -17.59, 10.17], [5.40, -15.30, 11.09], [4.14, -10.27, 14.88], [5.41, -8.89, 13.10], [6.03, -8.41, 10.87], [6.21, -9.18, 8.47], [5.24, -11.38, 7.83], [4.03, -12.74, 9.47], [-2.93, -10.61, 15.14], [-1.59, -11.09, 15.51], [-0.42, -10.36, 15.59], [0.56, -11.20, 15.95], [-0.02, -12.48, 16.20], [-1.38, -12.38, 15.92], [-2.50, -13.53, 16.19], [0.71, -13.60, 16.69], [0.45, -14.09, 17.99], [1.26, -15.13, 18.43], [2.33, -15.59, 17.66], [2.38, -15.13, 16.36], [1.49, -14.24, 15.83], [-3.30, -9.90, 15.85], [-3.60, -11.51, 15.03], [-2.85, -10.06, 14.17], [-0.32, -9.29, 15.35], [1.66, -11.06, 16.03], [-0.32, -13.62, 18.53], [1.00, -15.55, 19.41], [3.15, -16.22, 18.03], [3.17, -15.44, 15.66], [0.46, -11.53, 11.65], [-0.34, -13.18, 11.15], [0.33, -13.50, 9.38], [-2.23, -13.02, 11.14], [0.08, -14.33, 12.49], [-0.74, -15.39, 12.59], [-1.06, -16.24, 11.48], [-1.93, -17.31, 11.55], [-2.59, -17.59, 12.76], [-2.35, -16.76, 13.86], [-1.42, -15.73, 13.76], [1.51, -11.55, 11.35], [0.44, -11.29, 12.70], [0.05, -10.69, 11.10], [1.02, -12.68, 9.13], [-0.47, -13.47, 8.62], [0.91, -14.44, 9.32], [-2.48, -12.17, 10.47], [-2.62, -12.86, 12.15], [-2.76, -13.87, 10.70], [-0.69, -15.91, 10.52], [-2.10, -17.92, 10.66], [-3.29, -18.41, 12.87], [-2.78, -16.97, 14.80], [-1.21, -15.13, 14.65]]}



7.
{"formula": "C36H77BFN3O13PS", "method": "wB97M-V/def2-TZVPD", "energy_ha": -3424.13668, "lumo_energy_ha": -0.0913, "total_charge": 1, "relative_energy_ev": 1.181, "spin_multiplicity": 1, "e_homo_ev": -10.781, "symbols": ["C", "C", "O", "B", "O", "C", "C", "N", "S", "O", "O", "F", "C", "P", "C", "C", "C", "C", "C", "N", "C", "C", "C", "C", "C", "C", "O", "C", "C", "O", "C", "C", "N", "C", "C", "C", "C", "O", "H", "H", "H", "H", "H", "H", "H", "H", "H", "H", "H", "H", "H", "H", "H", "H", "H", "H", "H", "H", "H", "H", "H", "H", "H", "H", "H", "H", "H", "H", "H", "H", "H", "H", "H", "H", "H", "H", "H", "H", "H", "H", "H", "H", "H", "H", "H", "H", "H", "C", "O", "C", "C", "O", "C", "C", "O", "C", "H", "H", "H", "H", "H", "H", "H", "H", "H", "H", "H", "H", "H", "H", "C", "O", "C", "C", "O", "C", "C", "O", "C", "H", "H", "H", "H", "H", "H", "H", "H", "H", "H", "H", "H", "H", "H"], "positions_angstrom": [[-0.88, -3.55, 3.46], [-1.53, -2.18, 3.16], [-2.83, -2.23, 2.58], [-2.93, -2.66, 1.28], [-2.84, -4.04, 1.04], [-3.25, -1.74, -0.02], [-4.17, -0.56, 0.44], [-3.79, 0.79, 0.03], [-4.80, 1.57, -1.02], [-5.64, 2.41, -0.25], [-5.56, 0.71, -1.87], [-3.95, 2.55, -1.95], [-2.36, 1.08, -0.02], [-1.92, 1.81, 1.69], [-2.46, 3.59, 1.79], [-2.73, 4.31, 0.44], [-0.04, 1.86, 1.81], [0.45, 2.69, 3.05], [-1.43, -0.15, -0.24], [-2.08, -1.32, -0.87], [-2.67, -1.03, -2.26], [-2.01, 0.09, -3.07], [-0.50, -0.05, -3.41], [0.22, 1.32, -3.66], [1.17, 1.58, -2.47], [2.04, 2.85, -2.60], [3.45, 2.58, -2.45], [3.76, 2.25, -1.16], [4.26, 3.32, -0.18], [3.68, 1.15, -0.77], [-1.13, -2.47, -1.14], [0.13, -2.50, -0.24], [0.91, -3.71, -0.64], [1.72, -3.44, -1.86], [3.15, -4.02, -1.80], [1.78, -3.96, 0.53], [2.60, -2.83, 1.20], [1.81, -5.04, 0.98], [-0.42, -4.01, 2.56], [-0.05, -3.45, 4.18], [-1.58, -4.29, 3.86], [-0.79, -1.56, 2.62], [-1.65, -1.69, 4.14], [-1.92, -4.32, 0.90], [-3.86, -2.37, -0.68], [-5.18, -0.76, 0.05], [-4.32, -0.53, 1.54], [-2.07, 1.87, -0.73], [-1.74, 4.21, 2.34], [-3.37, 3.60, 2.41], [-2.64, 5.39, 0.58], [-2.04, 4.03, -0.37], [-3.76, 4.13, 0.10], [0.43, 2.29, 0.90], [0.33, 0.83, 1.94], [1.07, 2.06, 3.70], [1.10, 3.52, 2.74], [-0.38, 3.14, 3.60], [-1.08, -0.40, 0.79], [-0.54, 0.22, -0.76], [-2.66, -1.94, -2.88], [-3.74, -0.80, -2.20], [-2.54, 0.10, -4.04], [-2.17, 1.11, -2.69], [0.09, -0.53, -2.61], [-0.40, -0.69, -4.30], [0.83, 1.18, -4.56], [-0.49, 2.14, -3.85], [0.52, 1.74, -1.58], [1.81, 0.71, -2.29], [1.89, 3.42, -3.53], [1.78, 3.54, -1.77], [5.30, 3.03, 0.05], [3.72, 3.26, 0.78], [4.23, 4.32, -0.61], [-1.66, -3.43, -1.18], [-0.71, -2.39, -2.15], [-0.10, -2.63, 0.83], [0.79, -1.63, -0.41], [1.71, -2.38, -2.18], [1.23, -4.01, -2.68], [3.61, -3.95, -2.80], [3.16, -5.08, -1.53], [3.81, -3.42, -1.14], [2.16, -2.69, 2.20], [2.59, -1.88, 0.66], [3.65, -3.14, 1.28], [0.89, 2.68, 9.97], [-0.35, 2.40, 9.35], [-1.34, 2.03, 10.30], [-2.70, 1.98, 9.65], [-3.33, 3.25, 9.56], [-2.85, 4.11, 8.53], [-3.35, 3.72, 7.15], [-2.55, 2.68, 6.60], [-3.12, 2.13, 5.44], [1.26, 1.80, 10.52], [1.61, 2.93, 9.19], [0.80, 3.53, 10.65], [-1.35, 2.75, 11.13], [-1.08, 1.04, 10.69], [-3.36, 1.38, 10.29], [-2.67, 1.48, 8.68], [-1.76, 4.18, 8.56], [-3.25, 5.09, 8.77], [-3.29, 4.59, 6.49], [-4.39, 3.39, 7.22], [-4.08, 1.65, 5.67], [-2.44, 1.38, 5.05], [-3.26, 2.91, 4.68], [5.20, -4.49, -9.23], [4.40, -3.41, -8.81], [3.02, -3.68, -8.96], [2.20, -2.60, -8.28], [2.05, -2.82, -6.88], [3.18, -2.49, -6.08], [3.35, -1.00, -5.88], [4.02, -0.42, -6.98], [3.98, 0.99, -6.94], [5.01, -4.73, -10.28], [6.25, -4.21, -9.12], [5.01, -5.38, -8.61], [2.78, -4.66, -8.52], [2.79, -3.69, -10.03], [1.18, -2.65, -8.68], [2.59, -1.61, -8.49], [4.09, -2.95, -6.48], [2.99, -2.94, -5.11], [3.97, -0.82, -4.98], [2.37, -0.53, -5.75], [2.95, 1.35, -7.01], [4.54, 1.37, -7.79], [4.44, 1.37, -6.01]]}



8.
{"formula": "C27H30Br2MoN4O2SSe4Si", "method": "wB97M-V/def2-TZVPD", "energy_ha": -16926.12696, "lumo_energy_ha": [0.1380, 0.1380], "total_charge": -2, "relative_energy_ev": 0.198, "spin_multiplicity": 3, "e_homo_ev": [-1.127, -1.113], "s2": 2.05, "symbols": ["Mo", "Se", "Se", "Se", "Se", "C", "C", "C", "C", "C", "C", "C", "S", "O", "O", "N", "C", "C", "C", "C", "C", "N", "H", "H", "H", "H", "H", "H", "H", "H", "H", "H", "H", "Br", "C", "C", "C", "N", "C", "C", "C", "C", "C", "Br", "C", "C", "N", "H", "H", "H", "H", "H", "H", "C", "Si", "C", "C", "C", "H", "H", "H", "H", "H", "H", "H", "H", "H", "H", "H", "C", "H", "H"], "positions_angstrom": [[0.58, 0.27, -0.42], [-1.55, 1.66, -1.40], [-0.35, 3.31, -2.78], [-0.69, 5.37, -1.84], [-2.60, 2.70, 0.36], [-4.99, -4.75, -2.71], [-3.82, -3.82, -2.96], [-3.92, -2.47, -2.65], [-2.86, -1.60, -2.89], [-1.69, -2.10, -3.44], [-1.58, -3.44, -3.77], [-2.64, -4.29, -3.53], [-0.32, -0.99, -3.71], [-0.90, 0.27, -4.06], [0.55, -1.65, -4.65], [0.41, -0.85, -2.30], [1.46, -1.68, -1.89], [1.66, -3.00, -2.14], [2.84, -3.59, -1.52], [3.52, -2.95, -0.56], [3.00, -1.64, -0.03], [2.19, -0.92, -1.01], [-5.47, -4.51, -1.76], [-4.66, -5.79, -2.68], [-5.74, -4.65, -3.49], [-4.83, -2.08, -2.21], [-2.94, -0.55, -2.65], [-0.66, -3.79, -4.23], [-2.56, -5.34, -3.78], [1.08, -3.53, -2.86], [3.18, -4.56, -1.87], [4.43, -3.36, -0.14], [3.83, -0.99, 0.28], [3.68, -2.18, 5.10], [2.84, -1.51, 3.51], [2.72, -2.31, 2.45], [2.08, -1.78, 1.20], [1.50, -0.44, 1.33], [1.71, 0.29, 2.43], [2.36, -0.16, 3.56], [1.23, 1.67, 2.27], [1.28, 2.62, 3.27], [0.92, 3.92, 2.94], [0.99, 5.26, 4.29], [0.53, 4.25, 1.67], [0.47, 3.22, 0.74], [0.80, 1.96, 1.02], [3.06, -3.33, 2.46], [1.29, -2.48, 0.88], [2.53, 0.47, 4.41], [1.60, 2.37, 4.26], [0.24, 5.24, 1.35], [0.18, 3.46, -0.27], [-3.77, -0.44, 3.79], [-3.12, -1.33, 2.26], [-4.36, -1.11, 0.88], [-2.98, -3.17, 2.65], [-1.45, -0.63, 1.80], [-4.74, -0.82, 4.10], [-3.88, 0.63, 3.56], [-3.07, -0.53, 4.63], [-5.37, -1.40, 1.20], [-4.08, -1.72, 0.02], [-4.38, -0.06, 0.56], [-3.94, -3.60, 2.94], [-2.27, -3.34, 3.46], [-2.62, -3.71, 1.77], [-0.70, -0.99, 2.52], [-1.53, 0.45, 1.94], [-1.02, -0.94, 0.36], [-0.69, -1.98, 0.25], [-1.86, -0.82, -0.32]]}